Computed, not measured: a cluster of 13 separate species, C31H88O23S13 in total at a distorted geometry, with ωB97M-V with the def2-TZVPD basis set.

Its orbital gap (alpha / beta) is 8.5 / 3.8 eV. As for the expectation value of S²: 0.7571. The value obtained for the LUMO energy (alpha / beta) is -1.84 / -6.48 eV. Its energy relative to the best compared isomer or geometry (same formula, charge and spin) is 132.96 kJ/mol. Its charge is +1. As for the spin multiplicity: 2. As for the highest occupied orbital energy (alpha / beta): -10.3 / -10.3 eV.

Geometry as XYZ:
```
155
Properties=species:S:1:pos:R:3:forces:R:3:mulliken_charge:R:1
O 2.532 -1.538 1.189 -2.2 2.2 0.2 -0.474
S 1.361 -0.675 1.484 -0.7 -0.2 -1.1 1.429
O 1.348 0.031 2.759 0.3 -0.4 -1.4 -0.542
O 1.061 0.317 0.162 4.0 -2.6 1.6 -0.455
C 0.069 1.264 0.182 -3.6 0.5 0.6 -0.144
C -0.814 0.970 -1.019 -0.4 0.3 -0.1 0.992
C -0.174 -1.663 1.352 1.0 -0.3 -0.2 0.565
H 0.305 2.325 0.268 1.1 -0.1 -0.3 -0.015
H -0.511 1.097 1.090 -0.4 0.1 0.3 -0.073
H -1.789 1.454 -0.966 0.4 0.8 -0.1 -0.302
H -1.181 -0.054 -1.091 0.7 -0.5 0.1 -0.257
H -0.308 1.237 -1.947 -0.2 0.0 0.0 0.183
H -0.071 -2.257 0.444 0.2 -0.1 0.1 -0.181
H -1.115 -1.128 1.222 0.3 0.5 0.4 -0.223
H -0.179 -2.303 2.234 -0.1 0.1 -0.1 -0.393
O 2.579 -3.839 -2.128 -0.9 1.8 -2.4 -0.556
S 2.006 -3.102 -3.284 -1.6 -1.8 1.0 1.218
O 2.833 -2.372 -4.229 -1.1 -1.2 1.2 -0.581
O 1.046 -4.210 -4.129 2.4 1.1 0.3 -0.507
C 0.098 -4.963 -3.367 -0.7 0.4 1.4 0.434
C -1.237 -4.716 -4.018 -0.7 -0.6 -0.1 -0.804
C 0.638 -2.018 -2.703 0.5 0.2 0.8 0.607
H 0.136 -4.678 -2.316 -0.2 0.5 -0.1 -0.373
H 0.247 -6.036 -3.253 0.9 -0.1 -0.8 0.453
H -2.092 -4.771 -3.344 0.2 0.3 0.4 -0.079
H -1.418 -5.548 -4.699 0.0 0.3 -0.6 0.384
H -1.236 -3.754 -4.532 -0.2 -0.1 0.0 0.324
H -0.192 -2.511 -2.197 0.1 -0.8 -0.5 0.243
H 0.213 -1.353 -3.455 0.4 -0.2 -0.3 0.201
H 1.028 -1.423 -1.877 0.5 0.3 -0.2 -0.851
O -5.194 3.089 1.673 -1.0 0.1 -1.1 -0.549
S -6.341 2.788 0.822 0.2 -0.2 -0.2 1.135
O -7.379 3.799 0.534 2.4 -2.5 0.4 -0.620
O -5.756 2.234 -0.665 -1.7 0.3 2.4 -0.507
C -4.478 1.542 -0.784 0.9 0.9 -0.4 -0.068
C -3.992 0.517 0.275 -0.7 1.1 -1.1 0.082
C -7.085 1.217 1.587 0.9 1.9 -0.6 -0.635
H -3.795 2.365 -0.993 0.5 -0.2 0.5 0.074
H -4.570 1.073 -1.763 -0.2 -0.4 0.2 0.198
H -3.151 -0.004 -0.184 -0.4 -0.4 -0.1 -0.622
H -4.872 -0.116 0.390 0.6 -0.6 0.5 0.425
H -3.613 0.967 1.192 -0.5 0.1 0.1 0.339
H -6.963 1.275 2.669 -0.4 0.6 0.0 0.321
H -6.390 0.421 1.320 -0.8 -0.1 -0.6 0.054
H -8.111 1.302 1.229 0.1 -1.0 0.1 0.378
O 1.581 1.804 -5.670 0.6 2.6 2.7 -0.590
S 1.995 2.872 -4.703 -0.2 -1.9 -1.6 1.267
O 1.179 4.081 -4.479 1.6 -3.0 0.3 -0.595
O 2.435 2.101 -3.228 -1.3 2.1 -1.0 -0.236
C 3.050 0.808 -3.145 1.2 0.0 -0.8 -0.519
C 3.839 0.690 -1.804 -2.2 -0.3 -0.5 -0.622
C 3.650 3.430 -5.139 -0.6 1.1 0.7 -0.957
H 3.795 0.702 -3.934 -0.1 0.1 -0.4 0.585
H 2.286 0.058 -3.346 0.2 -0.1 0.5 0.056
H 4.480 -0.191 -1.848 0.2 0.2 -0.1 0.543
H 3.069 0.482 -1.061 0.3 0.1 0.4 -0.075
H 4.338 1.618 -1.525 0.3 -0.1 -0.3 0.297
H 4.311 2.663 -5.541 -0.2 0.0 0.3 0.308
H 3.928 3.910 -4.201 0.7 -0.6 0.2 0.186
H 3.610 4.325 -5.761 -0.5 -0.5 -0.6 0.457
O 5.039 3.635 0.680 -1.4 0.3 -0.1 -0.741
S 3.582 3.576 0.708 -2.0 -1.6 0.4 0.740
O 2.992 2.324 1.272 1.2 2.5 -1.2 0.032
O 2.911 4.781 1.572 1.0 -2.1 -0.7 0.050
C 3.676 5.960 1.723 0.1 1.3 1.9 -0.469
C 4.616 5.886 2.924 0.1 -0.8 0.0 -1.115
C 2.798 4.058 -0.920 1.0 -0.6 1.0 -0.723
H 2.896 6.633 2.077 0.1 0.5 -0.6 0.287
H 4.168 6.357 0.835 -0.2 -0.4 -0.3 0.445
H 4.049 5.609 3.813 -0.3 0.6 0.1 0.281
H 5.119 6.846 3.034 0.0 -0.1 0.2 0.390
H 5.334 5.066 2.914 0.4 0.2 -0.7 0.257
H 2.445 5.070 -0.722 0.1 -0.1 -0.4 0.631
H 1.971 3.411 -1.212 0.1 0.0 0.5 -0.148
H 3.605 3.942 -1.643 -0.1 0.4 0.0 0.291
C -2.185 6.351 -1.772 -0.6 0.7 1.5 -1.105
S -1.706 4.851 -0.855 0.9 -0.5 -0.6 0.636
O -0.180 4.833 -0.837 -1.3 0.1 0.5 -0.552
C -2.375 5.241 0.786 0.2 0.1 0.6 -0.962
H -1.409 7.115 -1.732 0.6 -0.5 -0.5 0.314
H -2.910 6.841 -1.122 -0.6 -0.2 -0.2 0.386
H -2.636 6.157 -2.745 0.5 -0.1 0.1 0.324
H -3.465 5.243 0.808 -0.1 0.6 -0.7 0.444
H -1.910 6.135 1.202 -0.2 0.2 -0.2 0.413
H -2.230 4.460 1.533 0.8 -0.4 -0.4 0.072
C -0.969 1.623 4.296 0.3 0.2 0.0 -0.982
S -0.114 3.151 3.591 -0.7 0.5 0.2 0.851
O -0.886 4.368 4.073 0.9 -1.4 -0.2 -0.695
C 1.564 3.182 4.359 0.1 0.0 0.5 -0.596
H -2.016 1.665 3.998 0.0 0.7 -0.1 0.417
H -0.934 1.535 5.382 0.2 0.2 0.0 0.568
H -0.612 0.706 3.827 0.6 0.2 0.0 -0.091
H 2.036 4.132 4.109 -0.5 0.2 -0.5 0.057
H 2.223 2.421 3.941 -0.4 -0.3 -0.1 -0.124
H 1.615 3.165 5.448 -0.5 -0.3 0.1 0.538
C 0.706 -7.632 0.611 -1.2 0.2 0.2 -1.287
S 0.420 -5.799 0.453 1.3 -0.5 0.9 0.846
O -0.715 -5.765 -0.466 -1.1 0.1 -1.0 -0.618
C -0.283 -5.445 2.095 0.3 -1.1 0.7 -0.388
H 1.484 -8.068 1.238 0.2 0.5 -0.1 0.325
H 0.708 -8.025 -0.406 0.6 0.4 -0.1 0.382
H -0.264 -7.979 0.968 -0.1 0.0 0.3 0.374
H 0.521 -5.336 2.824 0.3 0.4 -0.1 0.271
H -0.798 -6.330 2.466 -0.4 0.0 -0.3 0.537
H -0.962 -4.592 2.128 0.2 0.0 -0.6 -0.476
C -4.304 -1.466 3.813 -0.2 0.1 1.1 -0.470
S -3.453 -3.045 3.519 0.5 0.2 -0.8 0.308
O -3.261 -2.984 2.042 0.5 -0.5 -0.3 -0.416
C -1.766 -2.841 4.291 -1.2 1.6 0.9 -0.328
H -3.665 -0.683 4.222 0.0 -0.1 0.0 0.185
H -5.128 -1.696 4.487 0.1 0.2 0.3 0.465
H -4.785 -1.106 2.904 0.5 -0.4 -0.3 -0.077
H -0.987 -3.481 3.878 -0.5 -0.2 0.2 0.038
H -1.951 -2.907 5.363 0.2 -1.1 0.2 0.555
H -1.457 -1.795 4.305 0.2 0.2 -0.9 -0.153
C 4.069 -5.131 2.259 0.1 0.5 1.1 -0.468
S 4.263 -4.257 3.896 1.1 2.1 0.2 0.297
O 5.439 -3.280 3.699 -1.1 -1.1 0.0 -0.584
C 2.854 -3.033 4.137 0.5 -1.0 -0.8 0.706
H 4.465 -4.547 1.428 -0.4 0.2 0.1 0.272
H 3.052 -5.503 2.140 0.1 0.1 -0.2 -0.062
H 4.746 -5.962 2.454 -0.1 -0.1 -0.2 0.414
H 3.171 -2.112 3.649 -0.3 -0.4 -0.6 -0.405
H 2.631 -2.743 5.164 0.4 -0.8 0.2 0.456
H 2.021 -3.578 3.693 -0.4 0.7 -0.1 -0.566
C -3.669 -4.616 -0.610 0.1 0.5 -0.5 -0.913
S -4.023 -2.803 -1.019 0.0 -1.1 0.1 0.681
O -2.813 -2.174 -1.674 -0.7 -0.7 0.1 -0.634
C -5.394 -2.976 -2.282 1.4 -0.1 0.7 -1.145
H -2.632 -4.680 -0.280 -0.2 0.4 0.3 -0.003
H -3.709 -5.355 -1.410 -0.3 0.5 -0.6 0.393
H -4.363 -4.949 0.162 0.1 0.4 0.1 0.455
H -5.657 -1.925 -2.393 -0.3 -0.2 -0.4 0.299
H -6.198 -3.582 -1.863 0.0 0.2 0.2 0.431
H -5.018 -3.461 -3.184 0.0 0.3 -0.1 0.299
C -1.576 0.274 -6.264 0.5 -0.6 1.2 -1.087
S -2.605 0.038 -4.723 0.5 0.9 -0.6 0.538
O -1.876 0.686 -3.539 -1.1 -0.6 -2.1 -0.594
C -3.837 1.187 -5.428 -0.8 0.4 0.3 -1.215
H -1.402 1.342 -6.393 0.2 -0.2 0.1 0.355
H -1.973 -0.177 -7.173 -0.5 0.0 0.3 0.455
H -0.669 -0.280 -6.019 0.3 0.4 -0.2 0.215
H -3.410 2.170 -5.624 0.2 0.1 0.6 0.357
H -4.718 1.240 -4.788 0.2 0.3 0.3 0.332
H -4.256 0.915 -6.397 0.4 -0.8 -0.1 0.443
C 6.085 0.630 0.912 0.1 -0.1 -0.3 -0.403
S 5.675 -0.536 2.177 0.7 0.3 1.9 0.847
O 6.982 -0.817 2.867 -0.5 -0.4 -0.5 -0.367
C 4.780 0.486 3.371 -0.3 -0.1 1.0 -0.790
H 6.539 0.112 0.067 -0.2 0.0 0.0 0.454
H 6.818 1.278 1.392 -0.3 0.3 -0.2 0.426
H 5.139 1.112 0.666 0.1 0.2 -0.1 -0.332
H 4.710 0.020 4.354 -0.1 -1.1 -0.4 0.488
H 3.764 0.707 3.044 0.2 0.2 -0.4 -0.137
H 5.389 1.329 3.699 0.1 0.5 -1.1 0.566
```
Forces are in eV/Å.